Here is 3 unconnected molecules or ions with the total composition C18H28N2O7S2 at a distorted geometry from the OMol25 dataset. Energies are from ωB97M-V with the def2-TZVPD basis set.

## Properties
Orbital gap: 7.74 eV
SMILES: O=C1OC[C@@H](CCCSC(=S)n2ccnc2)O1.CCOC(C)=O.CCOC(C)=O
Total charge: 0
2S+1: 1
E_HOMO: -8.254 eV
Total energy: -58100.5783 eV

Cartesian coordinates (Å):
O: -3.376 0.112 3.784
C: -2.650 -0.049 2.860
O: -1.604 -1.006 2.810
C: -0.958 -0.847 1.502
C: -1.214 0.685 1.352
C: -0.645 1.453 0.103
C: -1.422 2.779 -0.274
C: -1.856 3.690 0.954
S: -3.663 4.131 0.783
C: -4.664 3.034 1.862
S: -4.770 3.194 3.495
N: -5.362 1.964 1.187
C: -5.753 0.702 1.659
C: -6.399 -0.055 0.579
N: -6.413 0.834 -0.552
C: -5.815 1.971 -0.161
O: -2.619 0.684 1.634
H: 0.076 -1.255 1.376
H: -1.639 -1.501 0.870
H: -0.631 1.121 2.221
H: -0.708 0.760 -0.789
H: 0.459 1.600 0.280
H: -0.703 3.398 -0.884
H: -2.292 2.590 -0.973
H: -1.322 4.685 0.877
H: -1.596 3.279 1.964
H: -5.602 0.305 2.688
H: -6.798 -1.094 0.603
H: -5.644 2.863 -0.812
C: 4.030 -5.320 0.023
C: 3.778 -3.874 0.400
O: 2.992 -3.210 -0.597
C: 1.645 -3.223 -0.631
C: 0.906 -4.222 0.221
O: 1.050 -2.498 -1.386
H: 3.100 -5.886 -0.041
H: 4.678 -5.801 0.757
H: 4.506 -5.379 -0.958
H: 3.328 -3.771 1.390
H: 4.731 -3.343 0.439
H: 0.729 -5.128 -0.359
H: -0.052 -3.787 0.508
H: 1.417 -4.471 1.149
C: 4.619 0.191 -1.780
C: 3.417 0.231 -2.700
O: 2.310 0.892 -2.075
C: 2.108 2.219 -2.091
C: 3.232 3.127 -2.515
O: 1.059 2.666 -1.696
H: 4.976 1.195 -1.540
H: 5.438 -0.365 -2.241
H: 4.357 -0.288 -0.834
H: 3.645 0.679 -3.670
H: 3.086 -0.789 -2.902
H: 3.801 3.428 -1.635
H: 2.799 4.012 -2.982
H: 3.899 2.686 -3.253

Cartesian forces, eV/Å:
0.3602 -0.2036 -0.8695
1.3885 -0.5833 -1.2117
-0.8414 1.1568 0.2075
-1.3362 -0.2791 -0.7395
2.4298 -0.5146 -0.4781
-1.3184 -1.0415 -0.6182
0.8554 0.4677 -0.0019
0.2832 -0.1690 -0.4288
-0.2181 -0.0858 0.5614
0.0396 -1.0255 0.7981
0.2128 -0.1030 -1.5847
-0.7873 -0.7855 -1.3393
-1.5664 -2.6462 -1.0589
2.1296 4.1949 1.6871
0.9290 0.7620 1.9237
-0.1613 -1.0355 -0.4607
0.1495 -0.1101 2.1467
-0.7898 0.6584 0.9365
0.9873 1.1654 -0.0906
-0.9265 -0.2637 -0.4962
0.1214 0.8146 0.8591
-1.3270 0.0499 0.0001
-0.9086 -0.7868 0.6780
0.8463 -0.0611 1.1221
-0.8437 -1.0225 0.1371
-0.5605 0.2552 -0.8890
0.1248 0.9542 -1.0306
0.4229 1.2555 -0.1626
-0.2282 -1.1098 0.7720
-0.1292 -0.1266 -0.0864
0.0750 -0.3071 0.0476
0.2056 0.5683 -0.1643
-0.4715 -0.2751 -0.1075
-0.0975 0.2033 0.6068
0.5302 0.0094 0.1270
0.0360 0.0125 0.1065
-0.0198 0.0353 -0.0281
0.0503 0.0650 0.0863
-0.0869 -0.0395 -0.0806
-0.1606 0.1366 -0.1512
0.0208 0.0370 0.0274
-0.0060 -0.0776 -0.2641
0.0877 -0.1853 -0.1088
0.0554 0.1863 0.1506
0.3089 -0.1634 0.0173
-0.5157 -0.1078 -0.0301
0.1816 0.2123 0.0914
0.0071 0.1313 -0.6015
0.6783 -0.2693 -0.4375
0.0499 -0.0265 -0.0996
-0.0498 0.0072 0.0081
-0.0395 -0.0857 -0.1176
-0.0076 0.1286 0.0953
-0.2453 0.1425 0.1409
-0.0092 -0.0314 -0.0384
-0.0392 -0.0013 0.2610
0.1240 -0.0873 0.1803

Here is C18H28N4O4 in the gas phase at a distorted geometry from the OMol25 dataset. Energies are from ωB97M-V with the def2-TZVPD basis set.

## Properties
Orbital gap: 8.91 eV
SMILES: CNC(=O)[C@@H](Cc1ccc(O)cc1)NC(=O)[C@@H](CCCCN)NC(C)=O
Total charge: 0
Relative energy (zero: lowest compared OMol25 entry of this formula, charge and spin): 20.9 kcal/mol
2S+1: 1
E_HOMO: -8.339 eV
Total energy: -33272.1462 eV

Cartesian coordinates (Å):
C: -2.615 3.024 -0.302
N: -2.178 1.663 0.059
C: -2.921 0.560 -0.142
O: -4.026 0.567 -0.659
C: -2.347 -0.793 0.300
C: -2.873 -2.012 -0.545
C: -2.200 -2.151 -1.879
C: -2.626 -1.309 -2.948
C: -2.031 -1.386 -4.213
C: -0.968 -2.278 -4.405
O: -0.332 -2.326 -5.589
C: -0.628 -3.214 -3.416
C: -1.252 -3.150 -2.120
N: -0.884 -0.830 0.361
C: -0.109 -0.262 1.282
O: -0.600 0.402 2.189
C: 1.423 -0.366 1.073
C: 2.152 0.937 1.401
C: 1.931 2.053 0.367
C: 2.545 3.405 0.851
C: 1.876 3.887 2.144
N: 2.395 5.177 2.644
N: 2.049 -1.450 1.859
C: 1.819 -2.706 1.579
C: 2.480 -3.793 2.361
O: 1.100 -3.064 0.632
H: -3.424 2.902 -1.067
H: -3.013 3.545 0.571
H: -1.808 3.589 -0.758
H: -1.319 1.582 0.590
H: -2.700 -0.949 1.311
H: -3.955 -1.966 -0.721
H: -2.720 -2.920 0.061
H: -3.418 -0.615 -2.827
H: -2.289 -0.651 -4.940
H: 0.162 -3.138 -5.711
H: 0.195 -3.924 -3.539
H: -0.976 -3.890 -1.350
H: -0.435 -1.370 -0.341
H: 1.552 -0.651 0.038
H: 1.760 1.288 2.366
H: 3.251 0.773 1.392
H: 0.864 2.205 0.182
H: 2.384 1.797 -0.625
H: 2.337 4.181 0.119
H: 3.640 3.247 0.949
H: 0.809 4.039 1.955
H: 2.058 3.149 2.895
H: 1.851 5.453 3.437
H: 3.382 5.039 2.879
H: 2.638 -1.169 2.626
H: 1.982 -3.924 3.309
H: 2.491 -4.733 1.764
H: 3.520 -3.476 2.550

Cartesian forces, eV/Å:
-1.0270 -1.1720 -0.5844
0.5586 0.7923 -0.0311
-0.2641 -0.3183 -0.5019
-0.2279 0.2916 -0.0326
0.2217 -0.4616 0.0729
0.0965 0.0972 0.5250
-0.4542 -0.0765 -0.7924
1.6145 -1.3642 -0.4244
0.6038 -0.1372 1.5895
-0.2711 -1.4654 0.9995
0.0537 0.7678 -1.1793
-0.6820 0.6579 1.8086
0.4754 0.3485 -1.5916
-0.2919 -0.1583 -0.5740
-0.1940 0.5532 0.5868
0.4221 0.1507 0.4531
0.3408 -0.5875 0.1247
-0.1411 0.2855 -0.6297
0.3158 0.5269 -0.3251
-0.4521 -0.4628 0.0261
0.5688 0.6474 -0.2463
0.6873 -0.5485 -1.2668
-0.2976 2.4798 0.3826
-1.0916 -3.0659 -1.8776
1.2835 -0.0265 -0.1408
0.1256 0.8593 0.3616
0.6241 0.2208 0.7604
0.0332 0.0462 -0.1239
0.2098 -0.0206 0.0963
-0.4093 -0.0758 -0.0005
-0.1977 0.1082 0.3893
0.2705 0.4910 0.3608
0.1818 0.3233 -0.1974
-0.5956 0.5652 0.4420
-0.1825 0.1148 -0.6954
0.0645 -0.1417 0.2713
-0.3168 0.1802 -0.2800
-0.1089 0.6095 -0.3778
0.3965 -0.5613 -0.5553
0.2494 0.0354 -0.4358
0.4637 -0.2781 -0.1307
-0.6137 -0.1692 0.4922
-0.0672 -0.0310 0.0237
-0.3225 0.0102 0.7990
0.3581 -0.0078 -0.3389
-0.5078 0.3853 0.1163
0.0387 -0.3631 0.1106
-0.4543 -0.7234 0.6013
0.1139 0.1858 0.5514
-0.5869 0.3838 0.2639
-0.0509 -0.1734 0.0558
-0.1488 -0.2116 0.3367
-0.1814 0.8386 0.5466
-0.2332 -0.3547 0.1854

Here is a molecular structure, C18H28NO5P2Tl at a distorted geometry from the OMol25 dataset. Energies are from ωB97M-V with the def2-TZVPD basis set.

## Properties
Orbital gap (spin up / spin down): 3.06 / 3.93 eV
Total charge: +2
Relative energy (zero: lowest compared OMol25 entry of this formula, charge and spin): 15.7 kcal/mol
2S+1: 1
E_HOMO (spin up / spin down): -12.227 / -12.270 eV
Total energy: -54101.5331 eV

Cartesian coordinates (Å):
Tl: 0.379 1.268 0.673
P: 2.304 -0.641 -0.013
C: 2.450 -1.144 -1.701
C: 1.228 -1.309 -2.402
N: 0.101 -0.666 -1.909
C: -1.094 -1.200 -2.179
C: -1.291 -2.218 -3.118
C: -0.199 -2.628 -3.878
C: 1.057 -2.134 -3.552
C: -2.308 -0.731 -1.393
P: -2.247 0.900 -0.591
H: 1.949 -2.368 -4.125
H: -2.300 -2.604 -3.256
H: -0.351 -3.323 -4.702
H: -3.183 -0.731 -2.056
H: -2.532 -1.435 -0.571
H: 3.780 3.099 -3.994
H: 3.367 -1.614 -2.105
H: -0.002 2.308 -3.109
O: 3.193 2.899 -3.279
H: 3.720 2.366 -2.641
H: 0.091 1.737 -1.536
O: -0.110 2.567 -2.177
H: 0.507 3.318 -1.955
C: -2.923 1.966 -1.928
H: -3.943 1.656 -2.177
H: -2.929 3.016 -1.590
H: -2.324 1.887 -2.847
C: -3.709 0.830 0.524
H: -3.521 1.482 1.391
H: -4.610 1.168 -0.012
H: -3.844 -0.207 0.861
C: 1.693 -2.046 1.013
H: 2.521 -2.736 1.236
H: 1.246 -1.655 1.943
H: 0.913 -2.603 0.478
C: 4.029 -0.414 0.492
H: 4.048 -0.120 1.550
H: 4.617 -1.326 0.327
H: 4.449 0.396 -0.120
O: -1.334 2.399 5.330
C: -1.102 1.116 5.624
C: -0.963 0.714 6.963
C: -0.794 -0.634 7.267
C: -0.727 -1.610 6.254
C: -0.797 -1.221 4.916
C: -0.986 0.128 4.604
C: -0.937 0.580 3.195
O: -0.560 -0.270 2.321
O: -1.187 1.801 2.902
H: -1.338 2.416 4.308
H: -0.998 1.487 7.733
H: -0.700 -0.933 8.312
H: -0.620 -2.666 6.495
H: -0.709 -1.928 4.086

Cartesian forces, eV/Å:
-1.2623 -0.6389 1.5889
1.0556 -1.1083 0.0131
-0.7869 -0.6641 -0.4097
-0.9368 0.5366 -0.8874
0.0381 -0.8442 0.8789
0.0079 0.5088 0.5317
0.2705 -0.0708 -0.1259
-0.2123 0.1855 -0.0228
0.6863 0.0538 0.3272
-0.0327 -0.2598 -0.1773
-0.9261 0.2595 -0.1049
-0.1812 -0.3728 0.1063
0.3410 -0.0323 -0.1102
0.2176 0.1641 0.1534
0.0502 -0.0769 0.1900
0.2713 -0.0248 -0.3966
0.6184 0.2548 -0.7165
-0.4132 0.6773 0.2750
0.2385 -0.0084 -0.3291
-0.4827 -0.9822 1.6717
-0.3755 0.6955 -0.8488
-0.4664 1.2575 -1.3126
1.1129 -0.4920 1.1526
-0.2748 -0.5234 -0.3328
0.3822 0.3763 -0.1939
0.1713 0.0342 0.1657
-0.0751 -0.3668 -0.2231
-0.2729 0.0586 0.2630
0.3312 0.0683 0.3183
-0.1729 -0.2943 -0.2305
0.3732 -0.1479 0.1822
0.0218 0.3741 0.0716
-0.5165 -0.0266 0.0020
-0.1132 0.3659 -0.1608
0.2189 -0.1124 -0.3187
0.1618 0.2354 0.0919
-0.0287 0.6334 0.1272
0.2057 -0.1242 -0.2818
-0.2577 0.1444 0.1174
0.0313 -0.1870 0.3046
0.2027 -0.3702 -0.8915
-0.0928 -0.5091 0.0786
-0.0024 -0.1769 -0.0772
0.0099 0.2798 -0.2715
-0.0439 0.0226 -0.6135
0.0233 -0.1753 0.7533
-0.0754 0.8463 -0.3284
-0.1195 0.2346 1.0901
0.6179 0.6082 -1.4490
0.7142 -0.9136 -0.9951
-0.1280 0.4211 1.2793
-0.0401 -0.3035 -0.1692
-0.0579 0.0633 -0.2911
0.0301 0.3035 0.0616
-0.0559 0.1432 0.4748

Here is 3 unconnected molecules or ions with the total composition C18H29BrClN2O9P at a distorted geometry from the OMol25 dataset. Energies are from ωB97M-V with the def2-TZVPD basis set.

## Properties
Orbital gap: 5.88 eV
Total charge: 0
2S+1: 1
E_HOMO: -8.445 eV
Total energy: -132383.9982 eV

Cartesian coordinates (Å):
N: 6.468 3.813 -1.800
P: 6.287 2.240 -2.252
C: 4.711 1.574 -1.337
C: 4.769 0.126 -0.524
Br: 6.380 -1.054 -0.409
C: 3.388 -0.369 0.219
C: 3.200 -1.791 1.043
O: 4.069 -2.276 1.934
O: 1.952 -2.557 0.721
C: 2.069 0.623 0.147
N: 2.074 1.936 -0.608
C: 0.790 2.744 -0.603
C: -0.053 2.644 -2.024
C: -0.009 1.112 -2.671
C: -1.153 0.212 -1.915
O: -0.697 -1.100 -1.431
C: 3.304 2.443 -1.361
Cl: 3.088 4.070 -2.281
H: 5.700 4.099 -1.154
H: 6.183 2.069 -3.682
H: 7.494 1.566 -1.757
H: 1.078 0.303 0.693
H: 0.115 2.320 0.280
H: 1.066 3.852 -0.297
H: 0.340 3.458 -2.803
H: -1.186 2.891 -1.745
H: 1.063 0.644 -2.691
H: -0.354 1.250 -3.803
H: -2.008 0.009 -2.705
H: -1.611 0.843 -1.038
H: 0.255 -1.085 -1.121
C: -0.284 -5.112 -0.621
C: -0.375 -6.137 -1.738
O: -1.600 -6.874 -1.649
C: -2.698 -6.247 -2.140
O: -2.726 -5.136 -2.647
O: -3.768 -7.059 -1.947
C: -5.009 -6.484 -2.349
H: -0.435 -5.588 0.353
H: 0.690 -4.616 -0.628
H: -1.060 -4.346 -0.724
H: 0.440 -6.860 -1.634
H: -0.268 -5.671 -2.725
H: -4.963 -6.116 -3.379
H: -5.284 -5.677 -1.662
H: -5.777 -7.261 -2.295
C: -1.451 1.441 3.489
C: -2.900 1.894 3.460
O: -3.168 2.805 4.532
C: -2.767 4.085 4.326
O: -2.219 4.515 3.323
O: -3.059 4.801 5.441
C: -2.615 6.155 5.389
H: -1.193 1.040 4.475
H: -1.270 0.671 2.734
H: -0.772 2.277 3.299
H: -3.555 1.028 3.607
H: -3.166 2.336 2.493
H: -2.970 6.657 4.484
H: -1.523 6.190 5.447
H: -3.025 6.680 6.257

Cartesian forces, eV/Å:
-1.1009 -2.3736 -0.3991
-0.2214 3.8430 2.5496
-3.0532 -2.0106 1.2723
-4.3647 2.1104 0.2482
-2.3044 1.8421 -0.2765
-0.2891 3.0844 -1.3661
-2.1029 -6.0429 2.4419
-3.7690 3.8319 -5.0673
6.1226 5.3065 0.7438
3.7925 0.0390 -1.5819
3.1056 -2.0464 0.1951
-1.2323 0.6792 0.4922
0.1782 -0.0625 -0.0341
-1.0068 1.1580 -0.5867
0.1438 -0.0853 -0.4759
0.6586 1.6870 -0.3099
0.6715 -3.0813 1.4937
0.5084 -3.2035 1.7910
0.8917 -0.2739 -0.7935
-0.0301 -0.5341 0.8341
-1.3903 -0.3436 -0.8384
2.1587 0.7595 -1.2610
1.6228 0.7599 -1.9504
-0.5872 -2.3225 -0.8263
-0.8510 -1.8863 1.8408
2.5472 -0.4246 -0.6804
-2.0741 0.8189 0.2416
0.9162 -0.3834 2.4365
1.7129 0.2677 1.8197
0.8357 -1.1868 -1.4789
-1.5371 0.0437 -0.4429
-0.2159 0.1534 0.0328
0.6677 0.5473 0.1916
-1.2168 0.1555 -0.6598
0.4072 0.5250 0.0846
-0.0722 -1.5875 0.5831
0.7738 0.4312 -0.1937
-0.4422 0.1296 -0.1217
0.1815 -0.0286 -0.1453
-0.1068 -0.0354 0.0739
0.1746 -0.0613 -0.1145
-0.4029 -0.1222 -0.0117
-0.2574 -0.0634 0.1728
0.0828 0.0593 0.2545
0.0783 -0.0078 -0.2284
0.3629 -0.0277 0.1053
0.2632 0.2000 0.0754
0.2274 -0.4852 -0.4573
0.0483 1.1724 -0.0883
0.2867 -0.0584 -0.1763
-0.7513 -0.5303 1.2647
0.0878 -0.7045 -0.9307
0.1334 0.5625 0.0519
-0.1184 -0.0745 -0.1851
-0.0874 -0.0063 0.1024
-0.1444 -0.0418 -0.0457
0.0111 0.3416 0.2318
0.0928 0.1204 0.2644
0.1757 -0.1868 0.0968
-0.1672 0.0329 -0.1658
-0.0242 -0.3790 -0.0927

- Among the records above, which one has the highest total energy?
  C18H28N4O4